Computed, not measured: a structure of composition C26H15BrF12N2O4Y, with the ωB97M-V functional and the def2-TZVPD basis.

XYZ file:
```
61
C26H15BrF12N2O4Y, DFT the ωB97M-V functional and the def2-TZVPD basis
Y -0.06 -0.95 0.39
C 4.30 3.32 -3.09
C 3.16 2.76 -2.29
C 1.87 3.26 -2.42
C 0.84 2.71 -1.71
C 1.03 1.64 -0.81
N -0.06 1.09 -0.17
C -1.00 1.94 0.36
C -0.62 3.20 0.85
C -1.52 4.06 1.43
C -2.86 3.70 1.55
C -3.83 4.62 2.24
C -3.26 2.46 1.09
C -2.36 1.57 0.51
C -2.75 0.14 0.10
O -2.00 -0.82 0.69
C -4.21 -0.24 0.47
F -5.17 0.43 -0.20
F -4.44 -1.53 0.24
F -4.47 -0.05 1.77
C -2.64 0.02 -1.47
F -1.43 -0.49 -1.83
F -3.53 -0.80 -2.03
F -2.76 1.19 -2.11
C 2.34 1.14 -0.68
C 3.37 1.69 -1.43
C 2.62 -0.07 0.22
O 1.68 -0.39 1.13
C 3.94 0.07 1.04
F 5.10 0.06 0.35
F 3.94 1.21 1.74
F 4.05 -0.93 1.91
C 2.75 -1.29 -0.76
F 2.58 -2.46 -0.12
F 1.71 -1.23 -1.66
F 3.86 -1.40 -1.49
H 4.09 4.35 -3.38
H 4.45 2.73 -4.00
H 5.22 3.30 -2.52
H 1.68 4.08 -3.10
H -0.17 3.08 -1.83
H 0.43 3.47 0.79
H -1.18 5.01 1.80
H -3.50 5.65 2.16
H -3.90 4.36 3.30
H -4.83 4.53 1.81
H -4.30 2.19 1.19
H 4.37 1.29 -1.36
Br -0.10 -7.85 3.56
C -0.17 -6.93 1.91
C -0.24 -7.64 0.72
N -0.29 -7.05 -0.46
C -0.27 -5.73 -0.51
C -0.20 -4.93 0.63
C -0.15 -5.55 1.88
C -0.17 -3.43 0.56
O -0.09 -2.79 1.63
O -0.19 -2.87 -0.57
H -0.25 -8.72 0.71
H -0.32 -5.27 -1.49
H -0.09 -4.93 2.77
```

Summary:
HOMO level in eV: -4.347
Charge: -1
Lowest unoccupied orbital energy in eV: 2.28
Frontier orbital gap in eV: 6.626
Largest force on an atom in Eh/bohr: 0.070

These are the Löwdin partial charges, in e, on atoms 1 to 2:
1. Y 1.48
2. C -0.06